This record from OMol25 describes one molecule with the formula C3H11N3OS at a distorted geometry. The level of theory is ωB97M-V/def2-TZVPD.

Last columns: bonded neighbours and bond lengths (Å).
Positions of all 19 atoms, in Å:
1 C 1.641 0.042 1.021  C3 1.526, H9 1.054, H10 1.004, H11 1.075
2 C -0.144 -0.424 -0.819  C3 1.605, N6 1.490, H12 1.078, H13 1.092
3 C 1.004 0.554 -0.268  C1 1.526, C2 1.605, O7 1.435, S8 1.919
4 N -1.495 0.148 1.166  N6 1.400, H14 1.078, H15 1.037
5 N -1.902 -1.772 -0.177  N6 1.446, H16 0.995, H17 0.994
6 N -0.927 -0.857 0.373  C2 1.490, N4 1.400, N5 1.446
7 O 0.651 1.943 -0.347  C3 1.435, H18 0.933
8 S 2.365 0.485 -1.618  C3 1.919, H19 1.325
9 H 2.243 0.812 1.417  C1 1.054
10 H 2.062 -0.835 0.771  C1 1.004
11 H 0.832 -0.151 1.701  C1 1.075
12 H 0.276 -1.360 -1.151  C2 1.078
13 H -0.821 0.106 -1.491  C2 1.092
14 H -2.018 0.928 0.637  N4 1.078
15 H -1.924 -0.205 2.041  N4 1.037
16 H -2.653 -1.696 0.471  N5 0.995
17 H -2.255 -1.297 -0.976  N5 0.994
18 H 1.500 2.327 -0.406  O7 0.933
19 H 1.564 1.252 -2.344  S8 1.325

HOMO = -8.794 eV
E = -20639.375 eV
SMILES = C[C@@](O)(S)CN(N)N
ΔE to the lowest compared entry with this formula, charge and spin = 3.5142 eV

Atomic partial charges in e from the natural (NBO) method, atoms 1 to 6:
1. C -0.660
2. C -0.282
3. C 0.255
4. N -0.722
5. N -0.651
6. N -0.145

This record from OMol25 describes a 2-piece molecular cluster, C3H6O overall at a distorted geometry. The level of theory is ωB97M-V/def2-TZVPD.

Last columns: bonded neighbours and bond lengths (Å).
Positions of all 10 atoms, in Å:
1 C -0.302 -1.120 -1.145  C2 1.334, H3 1.096, H4 1.096
2 C -1.312 -0.280 -0.913  C1 1.334, H5 1.096, H6 1.096
3 H -0.478 -2.192 -1.288  C1 1.096
4 H 0.732 -0.761 -1.198  C1 1.096
5 H -2.346 -0.638 -0.859  C2 1.096
6 H -1.136 0.793 -0.769  C2 1.096
7 O 1.440 1.605 0.503  C8 1.212
8 C 1.208 1.045 1.552  O7 1.212, H9 1.116, H10 1.116
9 H 0.502 0.183 1.612  C8 1.116
10 H 1.692 1.365 2.506  C8 1.116

HOMO = -10.098 eV
E = -5253.900 eV
SMILES = C=C.C=O
ΔE to the lowest compared entry with this formula, charge and spin = 1.7946 eV

Atomic partial charges in e from the natural (NBO) method, atoms 1 to 6:
1. C -0.396
2. C -0.396
3. H 0.193
4. H 0.203
5. H 0.193
6. H 0.203